Below is one molecule with the formula C5H10N2O in a non-equilibrium geometry, with properties calculated with wB97M-V/def2-TZVPD.

```
18
Properties=species:S:1:pos:R:3:mulliken_charge:R:1
N 0.996 -0.298 0.744 -0.634
C -0.319 -0.752 1.252 -0.753
C -0.984 -1.498 0.075 -0.492
C -0.359 -0.859 -1.193 -0.790
C 0.706 0.127 -0.615 0.331
C 0.130 1.553 -0.611 0.097
N 0.538 2.332 0.425 -0.318
O -0.543 1.988 -1.524 -0.635
H 1.542 -1.153 0.729 0.315
H -0.937 0.070 1.603 0.260
H -0.094 -1.392 2.108 0.442
H -2.045 -1.270 0.048 0.296
H -0.777 -2.553 0.149 0.288
H 0.135 -1.550 -1.862 0.355
H -1.097 -0.240 -1.691 0.328
H 1.603 0.250 -1.215 0.456
H 0.992 1.910 1.218 0.219
H 0.513 3.335 0.360 0.234
```

## Properties
HOMO energy: -9.4 eV
structure (SMILES): NC(=O)[C@@H]1CCCN1
energy: -381.285437 Eh